The following is a quantum chemistry calculation of C42H55BClN12O5P2RbS3Se2 as an isolated structure, from the OMol25 dataset.

Structure (XYZ):
```
124
Properties=species:S:1:pos:R:3:forces:R:3
Rb 0.322896 -1.605279 -0.954168 0.6 0.7 -0.5
Se -4.737878 0.185280 2.012306 0.0 0.0 0.0
Se -3.468127 3.285696 0.386934 0.0 0.0 0.0
Cl 5.820060 -1.885289 -3.435131 0.0 0.0 0.0
S 1.449003 3.629224 -3.687697 0.0 0.0 0.0
S 2.809278 1.887760 1.792715 -0.1 0.1 0.2
S 4.103571 -1.745800 4.286156 0.0 0.0 -0.1
P -4.057015 2.202485 2.169773 0.0 0.0 0.0
P -0.812394 -3.283636 2.227821 -0.1 -0.1 0.1
O -4.121755 0.620312 -1.443251 0.2 0.1 -0.1
O -1.913388 0.309719 -1.215609 0.0 -0.1 0.0
O -0.236298 -2.168333 1.442619 -0.2 -0.1 0.6
O -1.432339 -5.642902 -2.251250 0.0 0.0 0.0
O 0.026194 -3.919442 -2.258836 0.1 -0.2 -0.1
N 4.904438 0.894779 4.076886 0.0 -0.1 0.0
N 1.144162 1.145109 -3.150250 -0.2 0.0 0.0
N 3.243331 -0.596828 -0.712482 0.0 -0.1 -0.1
N -2.173127 -2.239384 -2.133296 -0.1 0.0 -0.2
N 4.611094 2.312338 -0.155021 0.0 0.0 0.0
N -2.100079 -4.041003 1.529412 0.1 0.0 -0.1
N -0.403820 2.532452 -2.043774 0.0 0.1 0.0
N 2.166420 1.222760 -4.056972 0.0 0.0 0.0
N -1.328339 -2.704989 3.684801 0.0 0.0 0.0
N 3.245881 0.550147 5.445685 0.0 0.0 0.0
N 0.259262 -4.541550 2.502526 0.0 0.0 0.0
N 5.560177 1.528250 1.649791 -0.1 0.0 0.0
C 6.533718 1.728213 0.694594 0.0 -0.1 0.0
C -3.218364 -1.419554 -2.212308 0.0 0.0 0.0
C 4.562886 2.100329 4.647889 0.0 0.0 0.0
C 3.861599 -0.868355 -1.859617 0.1 0.0 0.0
C 3.583575 2.705417 -1.090079 0.0 0.0 0.0
C 0.649576 2.313809 -2.852518 0.0 0.1 0.0
C -5.002824 4.535754 3.391710 0.0 0.0 0.0
C 4.962290 -1.773758 0.461292 0.0 0.0 0.0
C -2.716065 2.257836 3.411620 0.0 0.0 0.0
C -0.377716 2.301846 3.999178 0.0 0.0 0.0
C 4.095185 -0.071791 4.577083 0.0 0.0 0.0
C 5.956877 2.200770 -0.429671 0.0 0.0 0.0
C -5.337903 3.250340 2.969881 0.0 0.0 0.0
C -2.282000 -3.478634 -2.598219 0.0 -0.1 0.1
C -7.267184 4.905661 4.110984 0.0 0.0 0.0
C -3.458100 -3.928457 -3.200347 0.0 0.0 0.0
C -1.380232 2.324303 3.034805 0.0 0.0 0.0
C -1.097687 -4.447043 -2.354988 -0.2 -0.1 0.0
C 2.462515 2.416567 -4.426802 0.0 0.0 0.0
C 0.943718 -4.990878 1.284873 0.0 0.0 0.0
C 4.630009 3.661067 -4.812613 0.0 0.0 0.0
C -3.005508 -0.068091 -1.578789 -0.2 -0.2 0.0
C 4.363441 1.892548 1.122815 0.0 0.0 0.1
C -5.959374 5.356599 3.964593 0.0 0.0 0.0
C -2.290566 -5.463528 1.322474 0.0 0.0 0.0
C 1.202551 -4.333600 3.601036 0.0 0.0 0.0
C -4.527966 -3.062037 -3.316080 0.0 0.0 0.0
C 3.560787 2.735854 -5.390036 0.0 0.0 0.0
C -3.181229 -3.200288 1.036662 0.0 0.0 0.0
C 5.611287 -2.054948 -0.728184 0.0 0.0 0.0
C -0.834351 -1.445833 4.220779 0.0 0.0 0.0
C 5.042590 -1.588727 -1.900431 0.0 0.0 0.0
C -0.715256 2.221815 5.341974 0.0 0.0 0.0
C -2.049255 2.139177 5.724208 0.0 0.0 0.0
C -7.605683 3.630365 3.687270 0.0 0.0 0.0
C -6.641493 2.802185 3.122749 0.0 0.0 0.0
C 2.192696 -0.100135 6.185421 0.0 0.0 0.0
C -2.210252 -3.448349 4.549907 0.0 0.0 0.0
C -3.045292 2.149303 4.762170 0.0 0.0 0.0
C 3.533034 1.902578 5.491483 0.0 0.0 0.0
C 3.782248 -1.041734 0.421788 0.0 -0.1 0.0
C -4.422487 -1.777592 -2.794294 0.0 0.0 0.0
B 5.980031 0.761521 2.978356 0.0 0.0 0.0
H -0.325547 -1.610684 5.178303 0.0 0.0 0.0
H -1.534876 -6.024622 1.866409 0.0 0.0 0.0
H 1.215621 0.229356 5.831172 0.0 0.0 0.0
H 2.966888 2.587828 6.098132 0.0 0.0 0.0
H 6.537720 -2.613500 -0.753349 0.0 0.0 0.0
H -4.085109 2.067510 5.056592 0.0 0.0 0.0
H -5.243150 -1.075814 -2.819188 0.0 0.0 0.0
H 7.563112 1.497417 0.904044 0.0 0.0 0.0
H 1.368606 -5.982848 1.456843 0.0 0.0 0.0
H -3.921829 1.428304 -0.893490 -0.1 0.1 0.0
H 0.257542 -5.054143 0.439661 0.0 0.0 0.0
H 0.661804 2.346463 3.699104 0.1 0.0 0.0
H 1.932626 -3.542265 3.393478 0.0 0.0 0.0
H -2.231450 -5.721555 0.259572 0.0 0.0 0.0
H 0.064588 2.219825 6.094754 0.0 0.0 0.0
H -1.698044 -3.773330 5.466092 0.0 0.0 0.0
H 6.157829 -0.399028 2.720624 0.0 0.0 0.0
H 3.269546 -0.784399 1.340988 0.0 0.0 0.0
H -2.584303 -4.332234 4.033783 0.0 0.0 0.0
H 2.292157 -1.170713 6.020727 0.0 0.0 0.0
H -8.622695 3.272988 3.797907 0.0 0.0 0.0
H 4.209035 4.625317 -4.521647 0.0 0.0 0.0
H -3.379164 -3.407692 -0.018089 0.0 0.0 0.0
H 4.038577 3.296057 -1.883370 0.0 0.0 0.0
H -1.124817 2.396067 1.984455 0.0 0.0 0.0
H -8.017419 5.549716 4.554620 0.0 0.0 0.0
H 3.134544 3.178852 -6.295005 0.0 0.0 0.0
H 2.288954 0.120257 7.250889 0.0 0.0 0.0
H 1.754702 -4.307280 1.008292 0.0 0.0 0.0
H -5.687756 6.352561 4.293364 0.0 0.0 0.0
H 3.999132 1.778356 -5.673380 0.0 0.0 0.0
H 5.417133 3.844082 -5.545417 0.0 0.0 0.0
H -4.101481 -3.385320 1.604189 0.0 0.0 0.0
H 3.406642 -0.493129 -2.771398 0.0 0.0 0.0
H -3.500825 -4.955669 -3.534061 0.0 0.0 0.0
H -0.527040 3.424446 -1.599036 0.0 0.0 0.0
H -2.927302 -2.145643 1.139331 0.0 0.0 0.0
H -1.663002 -0.746640 4.372897 0.0 0.0 0.0
H -3.987686 4.891403 3.259422 0.0 0.0 0.0
H 2.834006 3.296556 -0.567043 0.0 0.0 0.0
H -0.855966 1.740842 -1.594622 0.0 0.0 0.0
H 3.089466 1.825093 -1.509459 0.0 0.1 0.1
H 7.009671 1.300580 3.350828 0.0 0.0 0.0
H 5.064428 3.008339 4.364959 0.0 0.0 0.0
H 6.371409 2.465605 -1.386487 0.0 0.0 0.0
H -2.312870 2.063148 6.772768 0.0 0.0 0.0
H 0.667341 -4.073622 4.513491 0.0 0.0 0.0
H -0.131247 -0.999388 3.522161 0.0 0.0 0.0
H -3.278559 -5.758700 1.698655 0.0 0.0 0.0
H -3.066138 -2.830064 4.840664 0.0 0.0 0.0
H 5.353380 -2.085183 1.420950 0.0 0.0 0.0
H 5.085065 3.213519 -3.929020 0.0 0.0 0.0
H -5.450230 -3.384677 -3.784948 0.0 0.0 0.0
H 1.743560 -5.266425 3.774603 0.0 0.0 0.0
H -6.884206 1.796639 2.799772 0.0 0.0 0.0
```
Positions in Å, forces in eV/Å.

Output
Total charge = -2
ΔE to the lowest compared entry with this formula, charge and spin = 9.7 kJ/mol

---

The following is a quantum chemistry calculation of C42H55CaF18N8O13S6 as an isolated structure, from the OMol25 dataset.

Structure (XYZ):
```
143
Properties=species:S:1:pos:R:3:forces:R:3
Ca -1.779707 -2.368765 -4.088939 1.0 -0.6 2.0
S 5.161529 2.356054 1.338122 3.1 2.3 -1.9
S -3.147643 -5.459143 -4.700401 1.8 -4.1 1.0
S -4.496986 -4.351087 -2.799285 -5.1 -1.5 3.3
S -0.129348 -1.357807 6.762680 3.4 0.3 0.9
S 5.538715 -0.229286 0.702979 1.6 2.6 4.2
S -0.562488 0.234709 4.803403 -0.3 0.2 1.6
F -1.779331 -3.528173 6.827905 1.4 0.2 0.0
F 7.589732 -1.130930 2.086412 -0.4 -0.8 -1.8
F 7.903108 -0.846488 -0.111222 0.3 -0.3 0.6
F -4.900012 -3.924165 -5.968337 -0.1 -0.2 -0.1
F -1.019621 -0.659945 2.311884 0.3 0.4 -0.4
F -2.559670 -4.925941 -1.211091 1.6 0.8 1.0
F -0.193209 1.392572 2.467639 -0.8 -0.2 -0.7
F 1.128135 -0.253865 2.827279 -1.6 -0.3 -0.4
F -4.527076 -5.099051 -0.251149 0.6 0.0 -0.5
F 0.368610 -4.046726 6.522093 -0.4 0.3 -1.0
F -5.547840 -6.015137 -5.967337 2.0 0.9 -0.5
F -3.733482 -6.621902 -1.540029 -0.5 -1.9 0.2
F -3.818583 -5.298015 -7.244269 -1.1 -0.4 1.1
F 2.722539 3.131472 0.367563 -0.4 -0.1 0.0
F 3.873720 2.080177 -1.138322 -0.4 -0.1 0.8
F -0.276647 -3.463358 8.421643 -0.5 0.7 0.2
F 6.833273 -2.555046 0.551290 -0.2 -1.4 0.5
F 2.922139 0.941554 0.507431 -0.2 1.2 -0.6
O 4.804893 -0.469964 1.968783 0.8 -0.5 -2.5
O -3.478372 -6.680033 -3.940474 0.7 2.7 -2.2
O -1.077363 -0.597248 7.547727 -0.1 -0.9 -1.0
O 5.657914 3.668657 0.933337 -1.3 -0.9 0.0
O 4.857465 2.194654 2.708934 -1.3 -0.5 0.5
O -5.551205 -5.213366 -3.345529 2.0 1.6 -0.1
O 4.929603 -0.540232 -0.555958 -0.1 -0.6 -0.9
O -2.038942 0.421568 4.922925 2.0 1.5 -1.0
O -1.818975 -5.512704 -5.343610 -2.0 1.8 0.6
O 1.292151 -1.121649 7.136591 -3.0 -1.3 -1.1
O -0.634625 -2.312244 -2.055798 -0.1 -0.7 -1.9
O 0.442450 1.098578 5.506961 -3.1 -1.4 -2.6
O -5.019183 -3.164406 -2.156613 1.5 0.4 -0.6
N -5.208639 2.236302 2.238614 0.5 -1.7 -1.4
N 0.374561 -3.651885 2.132855 -0.7 0.8 1.9
N -3.213128 -4.078401 -3.674675 0.0 -1.4 -2.7
N 6.354440 1.376433 0.752321 -3.6 -3.5 -0.4
N -7.692787 5.535833 7.974797 -0.3 -0.1 0.0
N 3.120673 3.354596 -5.478398 -1.2 -2.3 -0.2
N -0.335285 -1.321768 5.065257 0.6 -0.1 2.6
N 6.215592 -3.934126 -1.898901 -2.5 0.1 -0.4
C 6.068141 -4.710190 -0.796511 0.4 0.8 -1.6
C -5.631719 2.178344 4.533543 -1.1 1.5 -1.3
C -5.145825 1.543977 3.390619 0.3 1.7 1.5
C -0.482505 -3.219195 7.141228 -0.3 0.2 0.2
C -8.337368 6.146945 9.208917 1.0 -0.5 0.4
C 4.498655 3.103139 -4.945319 0.0 3.5 0.4
C -0.175289 0.150427 2.946673 2.2 1.0 2.1
C 7.070651 -1.305980 0.843736 0.4 3.3 0.4
C 1.249132 2.477335 -3.147754 -0.9 -0.9 -0.8
C -3.788552 -5.365950 -1.351387 -1.4 1.6 -0.3
C 3.098392 3.854815 -6.928987 0.1 -0.4 -0.6
C 2.689731 -3.754913 1.849858 0.6 1.4 2.4
C 3.538778 2.107589 0.189283 1.8 -0.6 1.0
C 3.637009 3.041220 -8.110383 1.1 -0.6 0.0
C -6.561904 4.793722 8.038691 0.4 -0.4 -1.3
C -6.709543 4.184613 5.688430 -0.2 0.5 0.3
C -4.340143 1.749121 1.117936 -0.2 1.2 -0.9
C -7.892159 4.972536 5.714080 -0.3 -0.6 -0.8
C 7.446599 -4.099357 -2.705761 -0.2 0.0 -0.1
C 2.168012 4.357756 -4.677500 0.4 -1.5 0.6
C 3.834304 -3.885141 -0.340625 -0.5 0.1 -2.1
C 5.128807 -3.184902 -2.339838 -0.3 -0.7 1.8
C 0.530006 -0.659816 -0.592005 -0.9 -0.1 -0.8
C -6.329920 3.453182 4.365803 0.8 -0.7 1.6
C 2.567960 -3.953370 0.509227 0.2 1.1 -1.2
C -6.533396 4.036161 3.096394 2.1 -1.8 0.4
C 1.603555 -3.403705 2.662984 -0.8 -2.7 -1.3
C -5.889833 3.343914 2.018921 -1.3 1.9 1.7
C 1.268144 -3.928914 0.019404 -0.9 -0.3 -1.6
C -0.759252 -1.112615 -1.364553 0.7 -0.3 -0.3
C -0.817599 -3.596525 3.067859 -0.2 0.1 -0.6
C 1.786556 3.876130 -3.207195 0.3 0.7 -1.0
C 3.442097 3.812713 -9.445454 0.0 -0.1 0.8
C -2.031065 -1.182855 -0.574622 -0.2 0.5 1.1
C 0.157710 -3.863305 0.826320 1.1 0.4 1.0
C 4.894352 -4.712272 -0.081507 0.8 -0.5 1.6
C 2.136221 1.536682 -3.936281 1.4 0.3 -0.4
C -4.492447 -5.195909 -6.075377 -0.1 0.1 -0.1
C 3.953659 -3.112128 -1.548643 0.4 -1.4 0.6
C -8.355603 5.721824 6.782762 1.3 -1.9 1.3
C -5.992864 4.139052 6.909072 -1.3 1.0 -0.3
C 2.479021 1.907230 -5.420986 -1.4 1.6 1.5
H 1.285269 4.387812 -5.316221 -0.2 -0.3 0.2
H 1.812657 0.497494 -3.877078 -0.1 0.0 -0.2
H -7.972676 7.171065 9.288129 -0.3 0.0 0.0
H -1.319848 -2.640862 2.917665 0.1 -0.3 0.0
H -5.470467 1.800398 5.532315 0.0 -0.3 -0.1
H 4.862427 4.128811 -4.883895 0.8 0.1 -0.2
H 0.219915 2.385198 -3.494632 -0.2 0.3 -0.4
H -1.485232 -4.416838 2.804329 0.1 0.0 0.0
H 3.225776 2.034517 -8.184692 -0.6 0.1 0.0
H 7.338572 -3.615331 -3.676404 0.1 0.4 0.4
H 0.999787 4.550017 -2.868117 0.3 0.3 0.0
H -5.865263 3.767295 1.025678 0.1 -0.1 0.0
H 3.653155 4.792157 -6.970505 -0.4 0.3 0.4
H 7.586061 -5.153345 -2.946083 0.0 0.0 0.3
H 8.273653 -3.723759 -2.103264 0.1 0.1 -0.4
H 4.098887 3.360809 -10.188759 -0.4 -0.1 -0.2
H 1.595205 -3.297579 3.737727 0.4 0.5 0.0
H -6.024742 4.664662 8.966703 -0.4 0.3 0.3
H -0.872734 -3.863124 0.502914 0.1 -0.2 -0.3
H 3.105795 1.592035 -3.441339 0.0 -0.6 0.3
H 5.146064 2.566486 -5.638838 -0.5 -0.4 0.3
H 5.229863 -2.697657 -3.298373 0.1 0.1 0.1
H -9.275061 6.266167 6.939917 -0.1 0.1 -0.8
H 6.967402 -5.291049 -0.653944 -0.3 -0.3 0.8
H 2.045529 3.939388 -7.198128 -0.1 0.7 0.5
H 1.350465 -0.704019 -1.308234 0.2 -0.2 0.1
H -4.803269 2.067177 0.183885 -0.3 -0.4 0.0
H 4.474968 2.883779 -3.877885 0.0 -0.9 -0.4
H -8.034729 5.582658 10.091008 0.5 0.0 -0.2
H -6.827202 5.072600 3.019678 -0.5 -0.2 -0.4
H -4.120853 0.682223 1.076209 -0.2 0.2 0.6
H 1.544879 2.039030 -5.966960 0.2 -0.5 -0.5
H -0.868800 -0.338692 -2.124254 -0.2 1.0 -0.3
H -2.280533 -0.204600 -0.163669 -0.1 0.2 0.2
H -3.452841 2.382022 1.133390 0.4 -0.5 0.4
H 3.658078 -3.693872 2.324178 0.2 0.1 0.0
H 3.021022 -2.646584 -1.831239 0.4 0.7 -0.6
H 2.568163 5.367974 -4.763801 0.5 -0.2 0.4
H 4.700717 2.818968 -8.025362 0.2 0.3 0.3
H -0.561832 -3.652663 4.125937 0.4 -0.1 -0.4
H 3.744916 4.857460 -9.375364 0.1 0.0 0.2
H 0.973475 -3.928560 -1.019625 0.5 -0.1 -0.4
H 4.865464 -5.317203 0.812712 0.0 -0.3 0.0
H 2.600306 3.896725 -2.482298 0.3 0.6 -0.3
H -1.897183 -1.863448 0.266185 -0.1 0.0 0.1
H 1.157709 2.121810 -2.121430 0.4 0.1 0.1
H -8.516779 4.796694 4.850748 -0.3 0.8 -0.2
H 3.191637 1.174290 -5.799246 -0.2 0.4 -0.4
H 2.390987 3.816264 -9.734017 0.1 -0.2 -0.3
H -4.474860 0.697866 3.373538 -0.2 -0.3 0.3
H -9.421519 6.045432 9.257937 0.1 0.2 -0.9
H -2.895769 -1.539112 -1.134497 0.1 -0.1 -0.3
H -5.023236 3.677774 7.025014 0.0 -0.2 0.1
H 0.791727 -1.225800 0.302004 -0.1 0.0 -0.1
H 0.453301 0.397352 -0.337783 -0.1 0.0 0.3
```
Positions in Å, forces in eV/Å.

Output
Electronic energy = -7912.6934 a.u.
Total charge = +3